Entry A
This record from OMol25 describes a 17-piece molecular cluster, H35O17 overall. The level of theory is the ωB97M-V functional and the def2-TZVPD basis.

Structure (XYZ):
```
52
Properties=species:S:1:pos:R:3:lowdin_charge:R:1
O 2.47118 -2.58818 -3.08211 -0.10
H 0.89513 -1.39392 1.21408 0.01
H 1.46373 -2.61334 -3.12785 0.04
O 0.87673 -1.53323 2.18819 -0.08
H -2.91559 -1.18916 2.17521 0.12
H 4.73008 1.08315 1.95996 0.09
O 3.05156 1.26233 -1.98385 -0.09
H 3.55630 1.60262 -1.19855 0.03
H -2.74707 0.47314 -2.57367 0.05
O -2.48385 -2.10522 3.74031 -0.04
H -2.15525 -2.95124 4.10590 0.09
H 0.82100 0.03956 -4.72860 0.04
O -1.85645 0.76157 -2.78685 -0.03
H -1.25195 2.90322 -2.50241 0.03
O -1.46753 1.30988 2.63131 -0.05
H -0.76790 0.77953 3.02969 0.03
H -0.49699 -2.39072 -0.66028 0.03
O -1.24920 1.11281 -0.13753 -0.14
H -3.58106 0.25081 1.30206 0.14
H -3.69863 -2.32995 -1.08075 0.02
O -1.26664 3.38132 -1.66191 -0.05
H 2.67735 -3.32818 -2.44993 0.06
H -1.58910 4.10107 -2.19172 0.04
O -2.81313 -0.48771 1.46841 0.13
H 4.41268 0.21949 0.71802 0.06
H -1.97716 -0.29605 0.99943 0.10
O 0.41821 -2.18209 -0.80276 -0.04
H -2.72181 1.53071 0.60100 0.01
H 0.25632 -1.63736 -1.60886 0.06
O 1.41129 1.74516 3.35639 -0.02
H 1.34923 0.73112 1.58831 0.02
H 3.30606 -3.48690 1.36912 0.01
O -3.96097 -1.60006 -1.60992 -0.02
H 2.01366 1.06111 3.57894 0.05
H -4.82815 -1.60475 -1.99202 0.04
O 1.43295 1.04677 0.65263 -0.07
H 2.35999 1.26666 0.64065 -0.02
H -1.40892 1.08536 -1.14531 0.04
O 3.98978 -3.16973 0.81316 0.00
H -0.26948 1.41920 -0.13611 0.09
H -1.02802 2.16910 2.64527 0.06
O 0.63644 0.96808 -4.96413 -0.04
H 3.81883 1.36952 -2.61362 0.07
H 0.72420 -2.51372 2.11135 0.07
O 4.12856 1.02336 1.17993 -0.05
H 3.78088 -2.34904 0.44306 -0.01
H -1.85396 -1.40376 3.95255 0.05
O -3.68401 1.67851 0.82697 -0.04
H -3.64895 2.49143 1.39499 0.12
H -1.72090 0.30514 -3.61615 0.06
H 1.44378 2.51245 2.82231 0.05
H 1.41674 1.47008 -4.85428 0.01
```

- HOMO level (eV) = -13.61
- total charge = +1
- frontier orbital gap (eV) = 10.7116
- LUMO level (eV) = -2.90

Entry B
This record from OMol25 describes a 17-piece molecular cluster, H35O17 overall. The level of theory is the ωB97M-V functional and the def2-TZVPD basis.

Structure (XYZ):
```
52
Properties=species:S:1:pos:R:3:lowdin_charge:R:1
O 0.68825 -1.57454 -0.24439 0.04
H 1.93998 3.96067 0.11145 0.02
H 1.35140 5.29405 0.75973 0.02
O 1.67072 4.45385 0.83346 0.04
H -3.63347 -2.24658 -1.10164 0.02
H -4.77242 0.00487 0.32091 0.05
O 2.26347 0.93739 0.75819 -0.05
H 2.05286 0.34422 1.37284 -0.04
H 3.19833 0.75563 0.36935 0.04
O 1.06985 -3.51990 1.80383 0.02
H 0.28725 -3.29375 2.23037 -0.02
H -1.60677 2.89763 0.21014 0.13
O -2.01678 2.37684 -0.73132 -0.02
H -3.33706 -3.93301 0.94622 -0.03
O -0.53990 0.68202 2.87724 0.04
H 0.06029 0.07734 3.01068 -0.06
H 0.34859 -3.71425 -3.02166 -0.03
O 0.48811 2.47460 -3.11357 -0.04
H 5.10283 0.49867 -1.22631 0.14
H -1.31737 -1.67199 2.75855 0.00
O -0.53997 2.88637 1.09564 -0.04
H 0.48752 -2.24905 -0.91888 0.05
H 2.17892 3.04252 2.86562 0.01
O -3.62028 -1.39143 -1.48062 -0.05
H -3.28537 -0.37800 -0.05238 -0.02
H -4.51761 -1.25438 -1.90322 0.10
O 0.05783 -3.73825 -2.19540 0.05
H 0.30548 2.84310 -3.94290 0.03
H -0.17286 -4.62730 -2.12629 0.04
O 0.97343 -1.01567 -4.29736 -0.06
H 0.95978 1.12234 -1.56149 0.04
H -2.00769 3.00585 -1.56509 0.16
O -1.66669 -2.46744 2.41537 -0.05
H 1.77807 -1.55081 -4.06077 0.07
H -1.90281 -2.45426 1.48087 0.02
O 0.21729 1.12549 -0.96748 -0.09
H 1.02609 -2.11154 0.29351 -0.12
H 0.29807 0.25352 -0.27685 0.17
O 1.94246 2.16564 3.01604 0.02
H -0.01955 1.60400 -3.17643 0.08
H -0.62542 1.14167 3.69670 0.06
O -2.47328 -4.04733 0.83880 -0.01
H -0.91726 1.90916 -0.86693 0.11
H 0.40472 2.81424 0.68550 0.10
O -3.82757 0.05263 0.61796 -0.10
H 2.67665 1.68394 2.96042 -0.03
H 1.58862 -3.81278 2.50290 0.02
O 4.30635 0.94107 -0.71992 -0.10
H 4.58156 1.84762 -1.10511 0.11
H -0.26327 2.89613 2.00873 0.06
H 1.03461 -0.27225 -3.67338 0.01
H -2.27597 -4.76861 1.48835 0.11
```

- HOMO level (eV) = -12.70
- total charge = +1
- frontier orbital gap (eV) = 10.0827
- LUMO level (eV) = -2.62

Bottom line: entry A, by a margin of 69.1 kcal/mol.

Entry A
This record from OMol25 describes C2H7IP2 as an isolated structure. The level of theory is the ωB97M-V functional and the def2-TZVPD basis.

Structure (XYZ):
```
12
Properties=species:S:1:pos:R:3:lowdin_charge:R:1
C -1.80741 -1.48769 0.49207 -0.21
C 0.70700 2.00305 -0.34716 -0.48
P 0.17761 -0.99105 -0.83569 0.49
P 1.00337 0.40876 0.63591 0.16
I 3.41180 -0.08965 -0.05134 0.20
H -2.40791 -0.50405 0.12460 0.03
H -1.37332 -1.46362 1.53643 -0.02
H -2.20839 -2.49974 0.15710 0.00
H -0.47753 1.98707 -0.45195 0.06
H 1.27187 1.93314 -1.30834 0.01
H 1.01009 2.76095 0.34925 -0.01
H 0.69282 -2.05717 -0.30087 -0.25
```

- HOMO level (eV) = -8.68
- total charge = 0
- frontier orbital gap (eV) = 8.2827
- LUMO level (eV) = -0.40

Entry B
This record from OMol25 describes C2H7IP2 as an isolated structure. The level of theory is the ωB97M-V functional and the def2-TZVPD basis.

Structure (XYZ):
```
12
Properties=species:S:1:pos:R:3:lowdin_charge:R:1
C 0.49526 1.39088 0.22604 -0.44
C -0.49032 -1.95434 -0.39426 -0.03
P -1.23769 1.30579 -0.47517 0.37
P -2.04868 0.10390 1.06691 -0.01
I -4.11223 -0.23411 -0.00280 0.25
H 0.93596 2.04186 -0.53922 0.01
H 0.86785 0.31350 0.16658 0.02
H 0.62996 1.73190 1.26722 0.03
H 0.54287 -2.06687 -0.26075 -0.04
H -0.78304 -1.42787 -1.38445 0.02
H -1.21071 -2.65236 -0.13199 -0.06
H -1.95166 2.32888 0.23668 -0.12
```

- HOMO level (alpha / beta) (eV) = -8.72 / -7.81
- total charge = 0
- frontier orbital gap (alpha / beta) (eV) = 7.8545 / 7.5549
- LUMO level (alpha / beta) (eV) = -0.87 / -0.26

Entry C
This record from OMol25 describes a single C2H7IP2 molecule. The level of theory is the ωB97M-V functional and the def2-TZVPD basis.

Structure (XYZ):
```
12
Properties=species:S:1:pos:R:3:lowdin_charge:R:1
C -0.63408 -0.90704 -0.89133 -0.28
C 0.25337 0.00750 -0.07732 -0.91
P -0.70084 1.36769 0.65474 0.79
P 1.57657 -0.83230 1.08099 0.29
I 3.46058 -0.04001 -0.24308 0.21
H -0.01398 -1.57151 -1.44842 0.05
H -1.18000 -0.20813 -1.40660 0.00
H -1.35291 -1.59432 -0.31483 0.09
H -1.88906 1.54552 1.44148 -0.06
H -0.09770 2.36232 1.33895 -0.07
H -1.11358 2.06159 -0.53531 -0.01
H 1.69164 -2.19133 0.40072 -0.11
```

- HOMO level (eV) = -7.53
- SMILES = CC(=[PH3])PI
- total charge = 0
- frontier orbital gap (eV) = 7.8572
- LUMO level (eV) = 0.33

Bottom line: entry A, by a margin of 26.2 kcal/mol.

Entry A
This record from OMol25 describes a 2-piece molecular cluster, C3H11P3 overall. The level of theory is the ωB97M-V functional and the def2-TZVPD basis.

Structure (XYZ):
```
17
Properties=species:S:1:pos:R:3:lowdin_charge:R:1
C 0.78660 -1.34325 0.28747 -0.17
C 2.22592 0.48516 0.26006 -0.23
C 0.85223 0.09852 -0.15755 -0.82
P -2.93642 -0.74187 0.32479 0.46
P -0.35351 1.16006 0.74629 0.61
P -1.96715 1.02616 -0.61589 0.22
H 0.32900 -1.49299 1.32295 0.09
H 0.20234 -1.94863 -0.38551 0.06
H 1.84722 -1.74861 0.25987 0.08
H 2.58913 1.50168 -0.06224 0.08
H 2.95052 -0.28492 -0.09510 0.07
H 2.47706 0.35972 1.35059 0.09
H 0.62753 0.41701 -1.17221 0.04
H -4.15648 -0.46341 -0.03785 -0.23
H -2.76250 -1.60228 -0.73711 -0.18
H -0.00995 2.71083 -1.31485 0.07
H -2.70154 1.86682 0.02628 -0.23
```

- HOMO level (alpha / beta) (eV) = -7.98 / -8.41
- total charge = 0
- frontier orbital gap (alpha / beta) (eV) = 7.0288 / 7.3774
- LUMO level (alpha / beta) (eV) = -0.95 / -1.04

Entry B
This record from OMol25 describes C3H11P3 as an isolated structure. The level of theory is the ωB97M-V functional and the def2-TZVPD basis.

Structure (XYZ):
```
17
Properties=species:S:1:pos:R:3:lowdin_charge:R:1
C 0.16784 -1.75038 0.82574 -0.23
C 0.37106 -0.58308 -1.34814 -0.20
C -0.05677 -0.43058 0.07486 -1.13
P -1.88707 -0.11051 0.28011 0.80
P 0.50842 2.74932 0.01298 0.43
P 0.55804 0.92122 1.19196 0.51
H -0.20243 -1.59387 1.82899 0.04
H 1.23355 -2.03834 1.00792 0.09
H -0.30234 -2.62570 0.43712 0.06
H -0.11640 0.14952 -2.03334 0.06
H 1.44233 -0.72645 -1.58770 0.08
H -0.20197 -1.50795 -1.70792 0.09
H -2.30394 -0.97128 -0.66311 -0.12
H -2.00753 0.90753 -0.67258 -0.11
H 1.39131 3.23067 0.97505 -0.19
H -0.67903 3.54508 0.40677 -0.14
H 2.08492 0.83482 0.97128 -0.03
```

- HOMO level (eV) = -8.43
- total charge = 0
- frontier orbital gap (eV) = 9.2792
- LUMO level (eV) = 0.85

Bottom line: entry B, by a margin of 74.2 kcal/mol.

Entry A
This record from OMol25 describes a single C2H4ClNO molecule. The level of theory is the ωB97M-V functional and the def2-TZVPD basis.

Structure (XYZ):
```
9
Properties=species:S:1:pos:R:3:lowdin_charge:R:1
C -1.01928 0.07232 0.12202 -0.15
C 0.38680 -0.31487 0.18494 -0.76
N 0.94597 0.22354 -1.17023 -0.05
O 1.97968 0.78773 -1.07608 -0.01
Cl 1.34467 0.24904 1.57684 0.61
H -1.70818 -0.72625 0.25312 0.06
H -1.22398 0.93599 0.79889 0.09
H -1.17589 0.24492 -0.96154 0.08
H 0.47021 -1.47242 0.27203 0.13
```

- HOMO level (eV) = -9.60
- SMILES = C[C@H](Cl)N=O
- total charge = 0
- frontier orbital gap (eV) = 9.3677
- LUMO level (eV) = -0.23

Entry B
This record from OMol25 describes a single C2H4ClNO molecule. The level of theory is the ωB97M-V functional and the def2-TZVPD basis.

Structure (XYZ):
```
9
Properties=species:S:1:pos:R:3:lowdin_charge:R:1
C 0.83763 -0.03915 -0.15984 -0.29
C -0.52383 -0.12936 0.80883 -0.59
N 0.69920 0.65834 -1.33449 -0.10
O -0.32394 1.25890 -1.61073 -0.01
Cl -1.58351 -1.07959 -0.15126 0.61
H 1.84801 0.37194 0.27073 0.16
H 0.91335 -1.09258 -0.39913 0.09
H -0.84340 0.93931 0.80736 0.07
H -0.52842 -0.50324 1.83109 0.06
```

- HOMO level (eV) = -9.21
- SMILES = O=NCCCl
- total charge = 0
- frontier orbital gap (eV) = 9.1031
- LUMO level (eV) = -0.10

Bottom line: entry A, by a margin of 13.2 kcal/mol.

Entry A
This record from OMol25 describes a single C2H4BrNO2 molecule. The level of theory is the ωB97M-V functional and the def2-TZVPD basis.

Structure (XYZ):
```
10
Properties=species:S:1:pos:R:3:lowdin_charge:R:1
C 0.41880 1.03438 -0.14005 -0.60
C -0.02488 -0.32504 0.23917 -0.56
N 0.62906 -1.44845 -0.54012 0.03
O 0.04817 1.98785 0.74611 0.07
O 1.06539 1.33830 -1.10937 0.14
Br -2.05045 -0.33186 -0.01877 0.61
H -0.06298 -0.62970 1.21667 0.05
H -0.66657 1.94633 1.40114 0.12
H 0.11509 -2.29557 -0.27273 0.07
H 0.52838 -1.27625 -1.52206 0.06
```

- HOMO level (eV) = -10.29
- SMILES = N[C@H](Br)C(=O)O
- total charge = 0
- frontier orbital gap (eV) = 10.2808
- LUMO level (eV) = -0.01

Entry B
This record from OMol25 describes a single C2H4BrNO2 molecule. The level of theory is the ωB97M-V functional and the def2-TZVPD basis.

Structure (XYZ):
```
10
Properties=species:S:1:pos:R:3:lowdin_charge:R:1
C -0.87482 1.47837 0.28041 -0.30
C 1.17921 -0.84406 -0.23311 -0.09
N -0.81825 -0.00967 0.43636 -0.51
O -1.72819 2.01385 -0.35572 0.04
O 0.35603 -0.53866 0.85403 -0.22
Br -2.24496 -1.19266 -0.18601 0.68
H 0.04832 1.90449 0.70661 0.15
H 0.97693 -1.85774 -0.55068 0.08
H 2.20410 -0.73710 0.05670 0.09
H 0.90163 -0.21681 -1.00858 0.07
```

- HOMO level (eV) = -9.46
- SMILES = CON(Br)C=O
- total charge = 0
- frontier orbital gap (eV) = 9.0497
- LUMO level (eV) = -0.41

Bottom line: entry A, by a margin of 74.9 kcal/mol.

Entry A
This record from OMol25 describes a 2-piece molecular cluster, C6H11N5 overall. The level of theory is the ωB97M-V functional and the def2-TZVPD basis.

Structure (XYZ):
```
22
Properties=species:S:1:pos:R:3:lowdin_charge:R:1
C -2.29646 -0.27271 -0.33386 -0.21
C 1.13142 1.56337 0.65951 -0.18
C 0.37028 0.31480 1.08833 -0.13
C 0.76801 1.84635 -0.76485 -0.19
C -0.05873 -0.27661 -0.23178 -0.34
C 0.19656 -1.77547 -0.52346 -0.08
N -2.94087 0.86575 -0.25653 -0.03
N -3.19248 -1.24189 -0.07988 -0.01
N -4.19785 0.56575 0.03711 -0.12
N -4.41200 -0.67208 0.21219 -0.03
N 0.43415 0.51801 -1.23468 0.00
H 0.88679 2.36239 1.24213 0.08
H 2.24008 1.33639 0.73357 0.14
H 0.92752 -0.41885 1.85894 0.17
H -0.50626 0.57878 1.62351 0.09
H -0.22497 2.43676 -0.86401 0.14
H 1.40446 2.46016 -1.45688 0.13
H 1.27348 -1.96842 -0.81943 0.09
H -0.38722 -2.03761 -1.47375 0.09
H -0.10501 -2.49056 0.35172 0.11
H -3.28130 -2.25526 -0.04746 0.13
H 0.58188 0.34055 -2.21150 0.15
```

- HOMO level (eV) = -8.72
- total charge = 0
- frontier orbital gap (eV) = 9.3297
- LUMO level (eV) = 0.61

Entry B
This record from OMol25 describes a single C6H11N5 molecule. The level of theory is the ωB97M-V functional and the def2-TZVPD basis.

Structure (XYZ):
```
22
Properties=species:S:1:pos:R:3:lowdin_charge:R:1
C 0.58314 -0.23075 -0.64595 -0.31
C 2.21577 -0.49545 -1.94367 -0.55
C -2.66642 -1.23869 0.28364 -0.10
C -1.34487 1.27811 2.32907 -0.13
C -0.21420 0.88432 1.45944 -0.23
C -0.43608 -0.31698 0.56104 -0.18
N 1.64423 -0.95159 -0.80703 0.16
N 1.62705 0.52994 -2.45692 0.09
N -1.99733 -0.23873 0.03509 0.04
N 0.54647 0.72362 -1.58808 0.06
N 3.35476 -1.07082 -2.39187 0.12
H -3.63966 -1.27525 -0.16078 0.06
H -2.41398 -2.24597 0.59063 0.08
H -1.24330 2.31159 2.68936 0.08
H -2.32120 1.32050 1.94586 0.04
H -1.33916 0.58637 3.18336 0.09
H -0.24587 1.71034 0.61721 0.15
H 0.62428 0.78854 2.03545 0.09
H -0.31702 -1.27690 1.00805 0.11
H -0.18174 1.34460 -1.89725 0.14
H 3.88165 -1.48246 -1.65590 0.08
H 3.88349 -0.65434 -3.19074 0.12
```

- HOMO level (eV) = -8.52
- SMILES = C=N[C@H](CC)c1nc(N)n[nH]1
- total charge = 0
- frontier orbital gap (eV) = 9.5732
- LUMO level (eV) = 1.05

Bottom line: entry B, by a margin of 57.7 kcal/mol.